Molecular formula: C35H33CaClN4S2Si2
Method: DFT, the ωB97M-V functional and the def2-TZVPD basis

CARTESIAN COORDINATES (ANGSTROEM)
C (-3.502, 3.669, 0.361)
C (-2.521, 3.887, -0.643)
C (-2.767, 2.979, -1.714)
H (-1.769, 4.677, -0.632)
C (-3.915, 2.210, -1.373)
C (-4.366, 2.635, -0.086)
H (-5.253, 2.273, 0.434)
H (-3.614, 4.245, 1.279)
H (-2.221, 2.936, -2.657)
H (-4.398, 1.461, -1.997)
Ca (-2.236, 0.710, 0.435)
Si (2.216, -0.534, 2.341)
C (3.558, 0.413, 1.481)
C (4.485, -0.245, 0.660)
H (4.501, -1.337, 0.626)
C (5.355, 0.500, -0.140)
H (6.044, -0.017, -0.810)
C (5.336, 1.898, -0.097)
H (6.009, 2.474, -0.733)
C (4.459, 2.553, 0.777)
H (4.450, 3.643, 0.836)
C (3.596, 1.811, 1.584)
H (2.943, 2.319, 2.301)
C (0.753, -0.644, 1.042)
C (0.603, 0.291, 0.004)
H (1.312, 1.117, -0.061)
C (-0.298, 0.118, -1.113)
H (-0.152, 0.708, -2.023)
C (-1.483, -0.738, -1.026)
H (-2.270, -0.782, -1.779)
C (-1.485, -1.553, 0.246)
H (-2.326, -2.218, 0.428)
C (-0.215, -1.723, 0.931)
H (-0.079, -2.603, 1.567)
H (1.640, 0.405, 3.334)
Si (-0.123, -1.789, -0.992)
C (-0.708, -3.362, -1.954)
C (-0.592, -3.373, -3.341)
H (-0.130, -2.530, -3.863)
C (-1.047, -4.479, -4.072)
H (-0.953, -4.485, -5.158)
C (-1.620, -5.569, -3.403)
H (-1.978, -6.429, -3.970)
C (-1.734, -5.548, -2.009)
H (-2.179, -6.392, -1.481)
C (-1.280, -4.438, -1.281)
H (-1.370, -4.435, -0.191)
C (1.693, -2.028, -1.597)
C (2.364, -1.050, -2.335)
H (1.879, -0.111, -2.612)
C (3.682, -1.265, -2.753)
H (4.195, -0.492, -3.328)
C (4.341, -2.451, -2.423)
H (5.365, -2.620, -2.761)
C (3.683, -3.416, -1.652)
H (4.193, -4.340, -1.375)
C (2.367, -3.196, -1.235)
H (1.865, -3.961, -0.635)
H (2.797, -1.499, 3.057)
Cl (-4.407, -0.695, 0.022)
N (0.802, 3.295, -0.120)
C (0.278, 3.298, 1.144)
N (-0.725, 2.540, 1.550)
C (-1.036, 2.802, 2.885)
C (-0.190, 3.721, 3.483)
S (0.986, 4.321, 2.378)
C (-2.215, 2.201, 3.468)
C (-2.798, 2.523, 4.686)
S (-4.264, 1.661, 4.942)
C (-4.049, 0.885, 3.361)
N (-2.934, 1.254, 2.737)
N (-4.957, 0.034, 2.903)
H (1.565, 3.944, -0.276)
H (0.151, 3.149, -0.887)
H (-0.278, 4.032, 4.516)
H (-2.382, 3.245, 5.377)
H (-5.768, -0.145, 3.485)
H (-4.881, -0.342, 1.927)

The LUMO energy (spin up / spin down) comes out at -1.1 / -1.4 eV. For the HOMO-LUMO gap (spin up / spin down), the calculation gives 5.2 / 4.9 eV. The energy above the lowest of the compared OMol25 structures with the same formula, charge and spin comes out at 94.7 kcal/mol. The total charge is 0. The value obtained for the total energy is -111174.9192 eV. The largest force on an atom comes out at 10.9 eV Å⁻¹.